50
Properties=species:S:1:pos:R:3:forces:R:3:lowdin_charge:R:1 method="wB97M-V/def2-TZVPD" e_homo_ev=-8.46 lumo_ev=-0.60 orbital_gap_ev=7.86 smiles="C=CC(=O)N1CCN2c3c(cnc4cc(-c5c(O)cccc5F)c(Cl)cc34)NC(=O)[C@H]2C1" energy_ha=-1892.0714 total_charge=0
C 7.3232 0.8264 2.5765 -2.0 -0.1 0.2 0.069
C 6.0127 0.5194 2.8154 2.2 -0.6 0.1 -0.065
C 4.8746 1.2072 2.1704 0.0 0.3 -0.6 -0.471
O 5.1210 2.2166 1.5457 -0.1 0.9 -0.5 0.060
N 3.5685 0.7780 2.2584 0.3 -1.4 0.1 -0.028
C 2.5757 1.5449 1.5130 0.0 1.0 -0.5 -0.136
C 1.1571 1.0137 1.6428 0.3 0.4 0.1 -0.145
N 1.0694 -0.3879 1.2386 1.4 -0.9 0.4 -0.024
C 0.6404 -0.6485 -0.0750 2.4 -1.1 -0.5 -0.121
C 1.5278 -1.1941 -1.0414 -0.8 0.5 0.8 -0.118
C 1.0588 -1.4259 -2.3472 -2.1 0.2 0.4 -0.044
N -0.2177 -1.2358 -2.7150 2.5 -0.4 -0.1 0.117
C -1.0607 -0.7674 -1.7852 0.1 0.0 -0.2 -0.237
C -2.3742 -0.5705 -2.2088 -1.9 0.6 1.0 0.088
C -3.3423 -0.0736 -1.3120 1.3 -0.8 -1.3 -0.220
C -4.7179 0.0666 -1.7517 -0.7 -0.9 0.3 -0.135
C -5.1243 1.2580 -2.3341 0.0 0.0 -0.8 -0.284
O -4.2445 2.2667 -2.5523 0.9 0.1 0.9 0.070
C -6.3849 1.4071 -2.8678 -1.0 -0.3 0.1 -0.020
C -7.3023 0.3671 -2.7885 0.3 -0.3 0.5 -0.067
C -6.9294 -0.8246 -2.1474 -0.2 -0.2 0.2 -0.014
C -5.6358 -0.9790 -1.6144 -1.6 0.7 -1.2 -0.200
F -5.3348 -2.1834 -1.0754 0.4 0.8 0.0 0.078
C -2.9798 0.2537 -0.0099 2.0 -0.5 1.2 -0.563
Cl -4.1316 0.9451 1.1005 0.2 -0.2 -0.2 0.732
C -1.6742 -0.0163 0.4230 -1.2 0.8 0.3 -0.021
C -0.6833 -0.4778 -0.4461 -1.3 0.2 -1.0 -0.104
N 2.8485 -1.5418 -0.6832 -1.5 0.7 0.6 0.161
C 3.1426 -1.8048 0.6310 1.3 -0.6 -1.1 -0.404
O 4.1540 -2.4557 0.8416 -0.6 0.4 0.9 0.081
C 2.2368 -1.2569 1.7234 -0.9 0.4 -0.3 -0.115
C 3.1474 -0.5602 2.7524 -0.8 1.5 0.0 -0.067
H 7.6105 1.5552 1.8300 -0.2 0.2 0.1 0.065
H 8.1268 0.3566 3.1413 -0.3 -0.1 -0.2 0.062
H 5.8615 -0.3198 3.4670 -0.3 -0.1 0.5 0.081
H 2.5637 2.5809 1.8955 0.2 -0.3 -0.3 0.135
H 2.8330 1.5949 0.4369 0.1 0.0 0.4 0.138
H 0.5037 1.6212 0.9703 0.4 -0.5 0.7 0.143
H 0.8659 1.1674 2.6984 -0.4 -0.3 -0.4 0.129
H 1.7266 -1.8140 -3.0859 0.3 -0.2 -0.5 0.109
H -2.6783 -0.8085 -3.2360 0.3 0.1 0.5 0.148
H -3.4448 2.1184 -1.9942 -0.7 0.2 -0.7 0.121
H -6.7110 2.3333 -3.2996 0.3 0.4 -0.2 0.114
H -8.3127 0.5217 -3.2063 0.7 -0.3 0.4 0.116
H -7.6642 -1.6278 -2.0291 0.4 0.2 -0.1 0.115
H -1.3676 0.1662 1.4384 -0.3 0.1 0.3 0.106
H 3.4288 -2.0500 -1.3272 0.1 0.0 -0.2 0.154
H 1.7680 -2.1263 2.2054 0.3 0.0 0.0 0.163
H 4.0007 -1.2055 2.9592 -0.2 0.1 0.0 0.115
H 2.5684 -0.3304 3.6588 0.2 -0.7 0.0 0.132